[1]
The following is a DFT calculation (ωB97M-V/def2-TZVPD) of the molecule C4H11NOS at a distorted geometry.

Calculated values
- E_tot: -687.106770 Eh
- HOMO energy: -8.8 eV
- Energy relative to the best compared isomer or geometry (same formula, charge and spin): 64.4 kcal per mole
- Spin multiplicity: 1

Geometry (Å):
O: 1.781 -2.623 1.485
C: 1.804 -1.240 1.227
N: 0.545 -0.589 0.658
C: 0.498 -0.060 -0.657
C: -0.391 1.170 -0.520
C: -1.664 1.181 -1.335
S: -2.921 0.472 -0.172
H: 0.995 -2.800 2.014
H: 2.725 -1.086 0.636
H: 2.144 -0.709 2.164
H: -0.250 -1.051 0.997
H: 0.042 -0.647 -1.435
H: 1.520 0.208 -1.174
H: -0.496 1.342 0.537
H: 0.179 2.134 -0.824
H: -2.088 2.159 -1.733
H: -1.351 0.503 -2.191
H: -3.070 1.638 0.322



[2]
The following is a DFT calculation (ωB97M-V/def2-TZVPD) of a structure of composition C42H43AlClF6.

Calculated values
- E_tot: -2928.036971 Eh
- HOMO energy: -4.3 eV
- Total charge: -1
- Spin multiplicity: 1

Geometry (Å):
C: -4.593 -4.508 1.521
C: -4.430 -5.818 1.267
C: -3.204 -6.618 1.471
Al: -1.919 -6.119 -0.042
C: -0.886 -4.382 0.214
C: 0.085 -4.197 1.375
C: -0.293 -3.070 2.341
Cl: 0.286 -5.707 2.422
H: -3.956 -4.010 2.249
H: -5.304 -3.914 0.958
H: -5.278 -6.351 0.837
H: -2.774 -6.517 2.473
H: -3.406 -7.684 1.324
H: -0.864 -7.349 -0.235
H: -2.825 -5.895 -1.384
H: -1.573 -3.532 0.192
H: -0.294 -4.307 -0.705
H: 1.086 -4.016 0.991
H: -0.742 -2.249 1.787
H: -1.004 -3.463 3.065
H: 0.600 -2.708 2.853
F: -2.690 -1.311 0.512
C: -3.209 -0.412 1.373
C: -2.462 0.708 1.681
C: -2.985 1.623 2.584
C: -4.220 1.397 3.174
C: -4.940 0.256 2.848
C: -4.449 -0.656 1.925
H: -1.492 0.848 1.224
H: -2.415 2.510 2.833
H: -4.618 2.106 3.888
H: -5.901 0.071 3.313
H: -4.993 -1.552 1.658
F: -3.715 2.623 -4.356
C: -2.709 1.943 -3.747
C: -3.019 1.119 -2.687
C: -1.985 0.428 -2.068
C: -0.677 0.580 -2.514
C: -0.400 1.421 -3.583
C: -1.423 2.114 -4.217
H: -4.041 1.020 -2.353
H: -2.197 -0.231 -1.239
H: 0.123 0.039 -2.026
H: 0.620 1.539 -3.928
H: -1.239 2.771 -5.056
F: 7.002 -5.938 2.207
C: 5.933 -6.350 2.931
C: 6.102 -7.395 3.817
C: 5.003 -7.810 4.557
C: 3.773 -7.186 4.399
C: 3.632 -6.138 3.499
C: 4.723 -5.710 2.755
H: 7.071 -7.866 3.915
H: 5.112 -8.627 5.259
H: 2.918 -7.517 4.974
H: 2.669 -5.662 3.370
H: 4.643 -4.897 2.047
F: -5.280 1.088 -0.584
C: -6.077 2.177 -0.545
C: -5.983 3.119 -1.550
C: -6.815 4.229 -1.486
C: -7.711 4.383 -0.438
C: -7.781 3.417 0.557
C: -6.961 2.300 0.509
H: -5.278 2.992 -2.360
H: -6.758 4.977 -2.267
H: -8.354 5.253 -0.397
H: -8.476 3.532 1.379
H: -6.993 1.530 1.268
F: 2.424 3.763 -0.193
C: 2.502 4.278 -1.438
C: 1.493 4.002 -2.338
C: 1.587 4.540 -3.614
C: 2.674 5.327 -3.972
C: 3.675 5.583 -3.045
C: 3.593 5.060 -1.762
H: 0.657 3.384 -2.042
H: 0.801 4.338 -4.330
H: 2.741 5.738 -4.970
H: 4.528 6.192 -3.317
H: 4.358 5.251 -1.022
F: 7.533 4.208 -3.897
C: 7.901 4.860 -2.776
C: 8.876 5.834 -2.865
C: 9.246 6.504 -1.707
C: 8.649 6.194 -0.493
C: 7.674 5.208 -0.435
C: 7.288 4.531 -1.584
H: 9.328 6.054 -3.822
H: 10.005 7.273 -1.757
H: 8.944 6.718 0.406
H: 7.207 4.960 0.509
H: 6.527 3.763 -1.564



[3]
The following is a DFT calculation (ωB97M-V/def2-TZVPD) of a cluster of 4 separate species, C3H14O3S2 in total at a distorted geometry.

Calculated values
- E_tot: -1144.795325 Eh
- HOMO energy: -9.1 eV
- Energy relative to the best compared isomer or geometry (same formula, charge and spin): 0.0 kcal per mole
- Spin multiplicity: 1

Geometry (Å):
C: 0.360 -0.504 -1.594
C: 1.465 -1.350 -1.002
S: 1.184 -1.616 0.807
S: 1.554 0.180 1.649
C: -0.042 0.936 2.012
H: 0.114 0.267 -0.856
H: 0.635 0.068 -2.453
H: -0.561 -1.064 -1.754
H: 2.438 -0.904 -1.060
H: 1.522 -2.387 -1.328
H: -0.557 0.366 2.778
H: -0.689 1.066 1.142
H: 0.246 1.895 2.439
O: -2.237 -1.714 0.559
H: -1.292 -1.920 0.503
H: -2.482 -1.638 1.488
O: -2.427 0.989 -0.447
H: -3.269 1.424 -0.305
H: -2.513 0.047 -0.229
O: 2.482 2.186 -0.863
H: 2.448 1.490 -0.192
H: 1.618 2.182 -1.294



Frontier orbital gap, respectively: 0.35331, 0.22764, 0.35263 Ha.